ORCA calculation (ωB97M-V/def2-TZVPD) on a molecular structure, C25H37FGaN4O3S2 at a distorted geometry.

Geometry (Å):
Ga 1.68 -2.38 -1.39
S -0.08 -3.91 -1.67
S 3.70 -1.49 -0.52
C 0.33 -4.61 0.01
C 0.81 -5.05 -2.81
C 2.31 -5.12 -2.55
N 2.86 -3.73 -2.52
C 4.31 -3.68 -2.15
C 4.71 -2.25 -1.88
H 0.59 -4.67 -3.82
H 0.33 -6.03 -2.69
H 2.80 -5.67 -3.36
H 2.53 -5.61 -1.60
H 4.91 -4.10 -2.98
H 4.46 -4.32 -1.27
H 4.57 -1.60 -2.76
H 5.75 -2.18 -1.54
C 4.06 -2.64 0.85
H 2.78 -3.32 -3.46
H 3.72 -3.67 0.66
H 3.52 -2.24 1.72
H 5.14 -2.61 1.04
H -0.17 -3.95 0.74
H 1.40 -4.65 0.22
H -0.11 -5.61 0.05
C 1.49 -1.09 -6.58
C 0.75 -0.21 -5.90
H 1.04 -1.95 -7.10
H 2.58 -0.98 -6.65
H -0.35 -0.22 -5.94
H 1.22 0.56 -5.27
F -3.40 -0.70 2.87
C -2.47 0.13 2.29
C -1.44 -0.46 1.60
C -0.54 0.35 0.87
C 0.40 -0.21 -0.04
O 0.68 -1.48 0.06
C 1.00 0.66 -1.00
C 0.93 2.03 -0.78
N 0.26 2.56 0.29
C 0.44 3.92 0.61
C 1.70 4.60 0.17
C 0.41 4.94 -0.48
C -0.64 1.76 1.00
C -1.65 2.33 1.78
C -2.63 1.53 2.42
N -3.66 2.14 3.15
C -4.30 3.33 2.61
C -4.53 4.35 3.72
N -5.30 3.66 4.79
C -4.76 2.38 5.31
C -4.51 1.46 4.11
C 1.66 0.24 -2.29
O 2.30 1.05 -2.96
O 1.44 -1.02 -2.68
H -1.33 -1.54 1.56
H 1.40 2.75 -1.46
H 0.06 4.21 1.58
H 2.11 5.33 0.86
H 2.42 4.03 -0.42
H 0.26 4.57 -1.50
H -0.05 5.90 -0.24
H -1.71 3.42 1.86
H -5.28 3.06 2.17
H -3.68 3.77 1.82
H -3.60 4.70 4.17
H -5.12 5.20 3.38
H -5.44 4.30 5.57
H -6.21 3.42 4.38
H -5.50 1.95 5.99
H -3.84 2.62 5.86
H -5.48 1.22 3.65
H -4.05 0.53 4.45

Summary:
- frontier orbital gap (eV) = 7.21
- relative energy (zero: lowest compared OMol25 entry of this formula, charge and spin) (kcal/mol) = 0.0
- HOMO (eV) = -15.05
- max |F| (eV Å⁻¹) = 2.83
- charge = +3
- total energy (eV) = -115369.2907

Here are the Mulliken charges for atoms 1 to 6, given in e: 0.70, -0.05, 0.18, -0.61, -0.69, -0.68

=====

ORCA calculation (ωB97M-V/def2-TZVPD) on a molecular structure, C25H37FN4O3S2Ti at a distorted geometry.

Geometry (Å):
Ti 0.28 -0.33 -3.36
S -0.98 -2.95 -3.95
S -0.84 1.97 -3.57
C 0.49 -4.07 -3.87
C -0.97 -2.78 -5.75
C -0.03 -1.63 -6.06
N -0.55 -0.43 -5.35
C -0.14 0.85 -5.99
C -0.96 1.98 -5.39
H -2.00 -2.60 -6.08
H -0.62 -3.71 -6.21
H -0.05 -1.41 -7.13
H 1.01 -1.81 -5.74
H -0.37 0.76 -7.06
H 0.95 0.98 -5.84
H -2.04 1.91 -5.63
H -0.60 2.95 -5.74
C 0.82 2.80 -3.42
H -1.59 -0.48 -5.33
H 1.53 2.35 -4.14
H 1.16 2.66 -2.39
H 0.68 3.87 -3.64
H 0.69 -4.29 -2.81
H 1.34 -3.57 -4.33
H 0.25 -5.00 -4.40
C -3.41 -0.59 -2.95
C -2.85 -0.60 -1.71
H -3.43 -1.49 -3.56
H -3.45 0.35 -3.50
H -2.29 -1.48 -1.34
H -2.55 0.32 -1.20
F -0.98 3.77 2.53
C -0.35 2.56 2.36
C -0.15 2.11 1.07
C 0.59 0.92 0.87
C 0.79 0.34 -0.42
O 0.08 0.63 -1.48
C 1.70 -0.74 -0.52
C 2.07 -1.47 0.60
N 1.65 -1.08 1.83
C 1.82 -1.98 2.90
C 1.86 -3.49 2.61
C 3.11 -2.75 2.97
C 1.05 0.19 2.00
C 0.86 0.70 3.29
C 0.11 1.88 3.51
N -0.16 2.30 4.79
C 0.71 1.99 5.92
C -0.03 1.07 6.87
N -1.29 1.76 7.24
C -2.18 2.22 6.14
C -1.34 3.04 5.18
C 1.48 -1.38 -1.81
O 2.11 -0.99 -2.88
O 0.39 -2.07 -1.96
H -0.53 2.67 0.23
H 2.61 -2.41 0.47
H 1.33 -1.71 3.83
H 1.42 -4.10 3.39
H 1.73 -3.79 1.58
H 3.86 -2.58 2.18
H 3.49 -2.92 3.99
H 1.27 0.15 4.15
H 0.97 2.94 6.42
H 1.63 1.54 5.55
H -0.31 0.13 6.41
H 0.54 0.88 7.78
H -1.83 1.17 7.88
H -1.02 2.61 7.74
H -3.01 2.79 6.57
H -2.58 1.32 5.67
H -1.02 3.97 5.69
H -1.94 3.32 4.32

Summary:
- frontier orbital gap (spin up / spin down) (eV) = 7.72 / 7.79
- relative energy (zero: lowest compared OMol25 entry of this formula, charge and spin) (kcal/mol) = 5.4
- multiplicity = 2
- HOMO (spin up / spin down) (eV) = -15.94 / -15.94
- max |F| (eV Å⁻¹) = 4.04
- charge = +3
- total energy (eV) = -86106.8632

Here are the Mulliken charges for atoms 1 to 6, given in e: -0.05, 0.05, -0.04, -0.96, -0.75, -0.58

=====

ORCA calculation (ωB97M-V/def2-TZVPD) on a gas-phase ion, C25H37FP (charge +1) at a distorted geometry.

Geometry (Å):
C -5.55 1.18 -2.37
C -4.12 0.67 -2.10
C -3.49 1.52 -1.01
C -1.97 1.27 -0.80
P -1.30 -0.44 -0.48
C -0.09 -1.93 -0.67
C -0.17 -2.99 -1.80
C -1.12 -4.17 -1.62
C -0.87 -5.21 -2.69
C -1.86 -0.74 1.26
C -2.17 -2.20 1.57
C -2.71 -2.43 2.99
C -1.73 -2.21 4.15
H -6.05 0.63 -3.18
H -6.16 1.09 -1.45
H -5.52 2.25 -2.63
H -4.15 -0.38 -1.82
H -3.52 0.73 -3.01
H -3.58 2.57 -1.28
H -4.06 1.39 -0.06
H -1.41 1.58 -1.71
H -1.64 1.93 0.02
H 0.84 -1.40 -0.96
H 0.06 -2.39 0.34
H -0.35 -2.49 -2.76
H 0.86 -3.37 -1.85
H -0.97 -4.57 -0.61
H -2.14 -3.80 -1.66
H -1.54 -6.06 -2.55
H -1.01 -4.79 -3.68
H 0.17 -5.57 -2.64
H -0.98 -0.40 1.83
H -2.69 -0.04 1.52
H -2.92 -2.55 0.84
H -1.25 -2.80 1.42
H -3.61 -1.84 3.16
H -3.04 -3.48 3.02
H -2.16 -2.55 5.09
H -0.79 -2.76 3.98
H -1.46 -1.15 4.27
F -0.68 1.26 4.95
C -0.22 1.79 3.77
C -0.46 3.13 3.53
C -0.16 3.62 2.26
C 0.17 2.75 1.22
C 0.31 1.35 1.44
C 0.57 0.47 0.26
C 2.00 -0.02 0.23
C 2.68 -0.18 -1.02
C 3.50 -1.28 -1.23
C 3.89 -2.08 -0.13
C 3.59 -1.64 1.17
C 2.71 -0.57 1.35
C 0.31 0.93 2.80
H -0.82 3.78 4.31
H -0.20 4.70 2.06
H 0.30 3.14 0.21
H 0.32 0.92 -0.71
H 2.35 0.41 -1.86
H 3.83 -1.54 -2.23
H 4.54 -2.94 -0.27
H 4.04 -2.16 2.06
H 2.47 -0.21 2.35
H 0.55 -0.10 3.11

Summary:
- frontier orbital gap (eV) = 6.67
- relative energy (zero: lowest compared OMol25 entry of this formula, charge and spin) (kcal/mol) = 64.9
- HOMO (eV) = -11.46
- max |F| (eV Å⁻¹) = 5.47
- charge = +1
- total energy (eV) = -38521.3859

Here are the natural (NBO) charges for atoms 1 to 6, given in e: -0.60, -0.40, -0.40, -0.64, 1.18, -0.56

=====

ORCA calculation (ωB97M-V/def2-TZVPD) on a molecular structure, C25H37GdN7O3S.

Geometry (Å):
Gd -0.18 -0.03 0.42
C 2.77 -0.82 -0.81
N 1.89 0.34 -1.07
C 1.56 0.42 -2.52
C 0.09 0.48 -2.89
C -0.24 0.73 -4.22
C -1.57 0.85 -4.58
C -2.54 0.72 -3.60
C -2.13 0.45 -2.31
N -0.84 0.32 -1.96
C 2.55 1.59 -0.63
C 1.55 2.72 -0.72
C 1.91 3.97 -1.18
C 0.93 4.93 -1.34
C -0.39 4.59 -1.07
C -0.66 3.32 -0.60
N 0.29 2.40 -0.40
C 2.06 -2.08 -1.21
C 2.70 -3.09 -1.91
C 1.98 -4.19 -2.34
C 0.62 -4.23 -2.08
C 0.05 -3.18 -1.37
N 0.74 -2.13 -0.91
H 3.02 -0.81 0.25
H 3.72 -0.73 -1.36
H 2.01 -0.43 -3.04
H 2.04 1.31 -2.94
H 0.54 0.85 -4.96
H -1.84 1.05 -5.61
H -3.59 0.83 -3.82
H -2.85 0.38 -1.50
H 3.41 1.81 -1.26
H 2.90 1.45 0.39
H 2.94 4.19 -1.42
H 1.18 5.92 -1.70
H -1.20 5.30 -1.22
H -1.68 3.02 -0.38
H 3.76 -3.00 -2.13
H 2.46 -4.99 -2.88
H 0.00 -5.04 -2.42
H -1.01 -3.17 -1.17
C -1.39 2.90 2.31
O -1.74 1.63 1.71
C -2.72 0.97 2.54
C -1.99 0.08 3.52
O -1.32 -0.94 2.75
C -2.09 -2.15 2.68
C -1.82 -2.75 1.32
O -2.16 -1.80 0.30
C -3.55 -1.95 -0.07
H -2.22 3.60 2.19
H -1.18 2.77 3.38
H -0.51 3.29 1.82
H -3.35 1.72 3.04
H -3.36 0.38 1.88
H -1.22 0.63 4.06
H -2.66 -0.37 4.25
H -1.80 -2.83 3.48
H -3.15 -1.93 2.80
H -0.76 -2.98 1.20
H -2.37 -3.68 1.18
H -3.72 -2.97 -0.43
H -4.21 -1.75 0.77
H -3.76 -1.26 -0.88
N 1.42 -1.77 2.03
N 2.48 -1.24 2.79
C 2.47 0.05 3.15
N 3.38 0.47 4.01
S 1.35 1.17 2.52
H 0.72 -2.15 2.67
H 1.78 -2.52 1.45
H 3.05 -1.90 3.31
H 4.05 -0.16 4.45
H 3.42 1.44 4.27

Summary:
- frontier orbital gap (spin up / spin down) (eV) = 10.00 / 5.57
- relative energy (zero: lowest compared OMol25 entry of this formula, charge and spin) (kcal/mol) = 0.0
- multiplicity = 8
- HOMO (spin up / spin down) (eV) = -17.46 / -17.46
- max |F| (eV Å⁻¹) = 0.29
- charge = +3
- total energy (eV) = -74747.3619

Here are the Mulliken charges for atoms 1 to 6, given in e: 0.60, -0.91, 0.51, -1.65, 0.92, -1.07